1.
# C26H52O17S3

C26H52O17S3 as an isolated structure (wB97M-V/def2-TZVPD, OMol25).

## Properties
Total charge: 0
ΔE to the lowest compared entry with this formula, charge and spin (kJ/mol): 211.6
Electronic energy (Eh): -3495.2094
Molar mass (g/mol): 732.886
Spin multiplicity: 1
Frontier orbital gap (eV): 9.61

Element x y z (Å)
1 S -19.836 5.204 -9.260
2 S -14.856 -6.518 -10.883
3 S -19.674 -3.888 -4.501
4 O -18.518 4.202 -9.402
5 O -20.157 5.488 -7.894
6 O -20.899 4.032 -9.636
7 O -18.193 -11.184 0.183
8 O -19.287 -4.474 -3.012
9 O -19.744 6.294 -10.259
10 O -15.387 -5.317 -10.266
11 O -19.886 -2.452 -4.392
12 O -20.614 -4.867 -5.137
13 O -15.973 -7.206 -11.858
14 O -11.453 1.996 -6.057
15 O -13.531 -6.495 -11.528
16 O -10.823 -5.508 -3.157
17 O -15.037 -7.793 -9.851
18 O -15.359 -1.620 3.690
19 O -23.719 3.138 1.059
20 O -18.173 -4.197 -5.022
21 C -22.770 3.563 2.028
22 C -15.442 -0.812 4.896
23 C -17.263 -4.119 -3.953
24 C -16.982 -7.980 -11.178
25 C -21.666 4.129 1.150
26 C -9.618 1.448 -7.227
27 C -9.268 -6.146 -4.842
28 C -17.985 -4.105 -2.560
29 C -16.740 -12.362 -1.320
30 C -16.284 -8.492 -9.954
31 C -10.733 1.389 -8.204
32 C -9.998 -7.318 -4.269
33 C -14.047 -2.117 3.549
34 C -10.112 2.412 -6.130
35 C -18.757 -11.034 -1.116
36 C -17.363 -12.347 0.104
37 C -21.620 3.229 -0.103
38 C -10.070 -5.033 -4.187
39 C -17.666 -11.452 -2.081
40 C -20.453 2.882 -9.084
41 C -18.920 2.814 -9.337
42 C -13.158 -1.018 4.183
43 C -14.045 -0.313 5.164
44 C -23.037 2.535 -0.010
45 C -11.967 1.639 -7.350
46 C -10.478 -6.798 -2.901
47 H -18.463 2.353 -8.461
48 H -15.738 -11.933 -1.287
49 H -12.673 0.814 -7.257
50 H -16.535 -4.929 -3.986
51 H -18.006 -13.203 0.308
52 H -17.862 -3.093 -2.176
53 H -15.771 -1.465 5.704
54 H -9.482 -4.165 -3.891
55 H -16.212 -0.083 4.642
56 H -9.666 2.267 -5.146
57 H -21.496 3.845 -0.994
58 H -8.651 1.722 -7.648
59 H -20.744 2.959 -8.036
60 H -18.147 -12.009 -2.885
61 H -13.969 -3.054 4.100
62 H -23.229 4.194 2.790
63 H -19.643 -11.662 -1.211
64 H -9.220 -6.168 -5.931
65 H -12.561 2.452 -7.766
66 H -17.120 -10.617 -2.520
67 H -12.849 -0.305 3.419
68 H -12.278 -1.526 4.575
69 H -16.107 -9.563 -10.057
70 H -23.518 2.680 -0.977
71 H -22.396 2.749 2.650
72 H -9.527 0.440 -6.822
73 H -10.674 2.118 -9.012
74 H -9.773 -6.902 -2.077
75 H -8.260 -6.200 -4.430
76 H -17.634 -4.800 -1.797
77 H -16.627 -13.399 -1.634
78 H -17.304 -8.778 -11.847
79 H -10.885 -7.551 -4.858
80 H -20.772 3.869 1.718
81 H -13.779 -2.313 2.511
82 H -19.070 -10.015 -1.342
83 H -11.423 -7.238 -2.580
84 H -21.733 5.215 1.082
85 H -22.934 1.478 0.235
86 H -10.107 3.461 -6.425
87 H -10.734 -4.646 -4.960
88 H -20.839 2.480 0.028
89 H -16.704 -12.405 0.970
90 H -17.814 -7.374 -10.820
91 H -16.917 -8.274 -9.093
92 H -14.118 0.750 4.934
93 H -18.610 2.208 -10.189
94 H -21.013 2.042 -9.496
95 H -10.910 0.434 -8.699
96 H -16.587 -3.272 -4.068
97 H -13.750 -0.424 6.208
98 H -9.356 -8.196 -4.327

***

2.
# C3H2NO2S2

An isolated ion of composition C3H2NO2S2 and charge -1 (wB97M-V/def2-TZVPD, OMol25).

## Properties
Total charge: -1
ΔE to the lowest compared entry with this formula, charge and spin (kJ/mol): 0.0
Electronic energy (Eh): -1117.1784
Molar mass (g/mol): 148.188
Spin multiplicity: 1
SMILES string: N#CC(O)(O)C(=S)[S-]
Frontier orbital gap (eV): 7.99

Element x y z (Å)
1 S 1.780 -1.854 -0.494
2 S 2.534 0.949 0.048
3 O -0.850 -0.819 -0.492
4 O -0.381 1.361 0.153
5 N -0.270 0.682 -3.234
6 C -0.073 0.310 -0.671
7 C 1.456 -0.239 -0.353
8 C -0.136 0.647 -2.072
9 H -0.118 -1.570 -0.361
10 H 0.586 1.461 0.644

***

3.
# C5H5ClNO3

A 3-piece molecular cluster, C5H5ClNO3 overall (wB97M-V/def2-TZVPD, OMol25).

## Properties
Total charge: -1
ΔE to the lowest compared entry with this formula, charge and spin (kJ/mol): 451.1
Electronic energy (Eh): -934.0476
Molar mass (g/mol): 162.552
Spin multiplicity: 1
Frontier orbital gap (alpha / beta) (eV): 6.42 / 6.80

Element x y z (Å)
1 Cl 2.812 0.221 1.693
2 O 3.793 1.463 -0.691
3 O -1.188 0.463 -0.389
4 O 5.116 -0.261 0.043
5 N -3.578 -0.722 0.264
6 C -0.903 -0.481 0.346
7 C 4.352 0.586 -0.174
8 C -2.350 1.119 -0.561
9 C -3.511 0.363 -0.344
10 C 0.297 -1.195 0.501
11 H 0.110 -2.310 0.473
12 H -4.435 0.794 -0.680
13 H 0.846 -1.038 -0.460
14 H -2.348 1.942 -1.401
15 H 0.987 -0.944 1.379

***

4.
# C32H24Br2N6ORe

C32H24Br2N6ORe as an isolated structure (wB97M-V/def2-TZVPD, OMol25).

## Properties
Total charge: +2
ΔE to the lowest compared entry with this formula, charge and spin (kJ/mol): 50.7
Electronic energy (Eh): -6863.3964
Molar mass (g/mol): 854.600
Spin multiplicity: 4
Frontier orbital gap (alpha / beta) (eV): 7.15 / 6.16

Element x y z (Å)
1 Re 0.552 -0.629 0.235
2 Br 5.823 -4.584 2.904
3 Br 2.073 -5.109 -1.351
4 O 1.289 -2.348 -0.415
5 N -1.121 4.760 -0.962
6 N -3.065 3.377 -0.353
7 N 0.061 1.229 1.082
8 N 2.263 -0.869 1.440
9 N -1.055 -0.714 -1.188
10 N 1.592 0.582 -0.953
11 C -0.592 -1.212 2.410
12 C -2.475 3.699 -2.641
13 C -2.011 4.213 -0.114
14 C -1.132 -2.481 2.024
15 C -3.284 -1.429 1.787
16 C 2.886 -4.063 -0.021
17 C -2.763 -0.733 -3.326
18 C -1.364 4.448 -2.246
19 C -2.951 0.149 -2.293
20 C -2.487 -2.554 1.711
21 C 2.483 2.649 -1.348
22 C -4.414 2.216 -2.004
23 C 3.050 1.720 -2.220
24 C 2.333 -2.845 0.233
25 C -0.900 -1.633 -2.194
26 C 1.560 1.913 -0.567
27 C 4.396 -1.579 3.054
28 C 2.720 -0.005 2.384
29 C 2.501 0.476 -1.921
30 C -2.053 0.197 -1.235
31 C -4.213 0.933 -2.278
32 C 3.966 -2.501 2.048
33 C 3.969 -4.504 0.756
34 C 4.463 -3.807 1.804
35 C 2.877 -2.055 1.277
36 C -2.770 -0.154 2.123
37 C -0.706 1.321 2.318
38 C -1.406 -0.020 2.406
39 C 0.706 2.240 0.543
40 C 3.779 -0.341 3.210
41 C -1.713 -1.639 -3.288
42 C -3.280 3.142 -1.634
43 H -2.672 3.607 -3.689
44 H 3.768 1.884 -3.003
45 H -3.346 0.750 2.129
46 H -0.650 4.762 -2.946
47 H 0.406 -1.183 2.819
48 H -1.459 2.130 2.247
49 H -0.474 -3.346 1.976
50 H -5.083 0.302 -2.560
51 H 0.479 3.250 0.922
52 H -1.829 4.406 0.943
53 H 5.301 -1.764 3.597
54 H -2.132 0.861 -0.370
55 H -5.408 2.656 -1.996
56 H -3.475 -0.770 -4.191
57 H -0.014 1.543 3.179
58 H -2.935 -3.481 1.428
59 H 2.641 3.706 -1.379
60 H -4.364 -1.433 1.546
61 H -0.105 -2.367 -2.132
62 H 2.217 0.951 2.364
63 H 4.257 -5.534 0.481
64 H 2.645 -0.502 -2.389
65 H 4.151 0.374 3.965
66 H -1.507 -2.264 -4.140

***

5.
# C4H8O2

C4H8O2 in the gas phase (wB97M-V/def2-TZVPD, OMol25).

## Properties
Total charge: 0
ΔE to the lowest compared entry with this formula, charge and spin (kJ/mol): 343.2
Electronic energy (Eh): -307.5817
Molar mass (g/mol): 88.106
Spin multiplicity: 1
Frontier orbital gap (eV): 8.94

Element x y z (Å)
1 O -0.967 0.207 2.086
2 O 1.436 -0.942 -0.489
3 C -1.387 -0.520 1.196
4 C 0.682 1.412 0.036
5 C 0.189 0.187 -0.682
6 C -0.856 -0.678 -0.138
7 H -2.260 -1.179 1.402
8 H 1.565 1.826 -0.459
9 H 0.493 -1.441 -0.085
10 H -1.505 -1.170 -0.860
11 H 0.167 0.301 -1.768
12 H 1.673 -1.357 -1.337
13 H 0.888 1.195 1.082
14 H -0.120 2.158 0.016

***

Among the records above, which one has the highest molar mass? C32H24Br2N6ORe

***

Among the records above, which one has the highest spin multiplicity? C32H24Br2N6ORe

***

What did the second record say?
# C3H2NO2S2

An isolated ion of composition C3H2NO2S2 and charge -1 (wB97M-V/def2-TZVPD, OMol25).

## Properties
Total charge: -1
ΔE to the lowest compared entry with this formula, charge and spin (kJ/mol): 0.0
Electronic energy (Eh): -1117.1784
Molar mass (g/mol): 148.188
Spin multiplicity: 1
SMILES string: N#CC(O)(O)C(=S)[S-]
Frontier orbital gap (eV): 7.99

Element x y z (Å)
1 S 1.780 -1.854 -0.494
2 S 2.534 0.949 0.048
3 O -0.850 -0.819 -0.492
4 O -0.381 1.361 0.153
5 N -0.270 0.682 -3.234
6 C -0.073 0.310 -0.671
7 C 1.456 -0.239 -0.353
8 C -0.136 0.647 -2.072
9 H -0.118 -1.570 -0.361
10 H 0.586 1.461 0.644

***

Number 3 is which compound? C5H5ClNO3